{
  "formula": "C8H8N3O4PdS3",
  "method": "ωB97M-V/def2-TZVPD",
  "symbols": ["Pd", "C", "S", "C", "S", "N", "N", "C", "C", "C", "C", "C", "C", "N", "H", "H", "H", "H", "H", "H", "H", "H", "O", "S", "O", "O", "O"],
  "coordinates": [[-0.51267, 0.31988, 0.22320], [-4.60328, -1.11214, 3.10463], [-3.04486, -0.89674, 3.97927], [-1.91854, -0.54581, 2.67282], [-2.39079, -0.64910, 1.03532], [-0.74828, -0.20816, 3.12855], [0.16108, 0.02453, 2.10965], [1.38307, 0.08108, 2.47559], [2.47635, 0.22547, 1.49312], [3.71343, 0.71323, 1.89786], [4.70648, 0.85545, 0.94151], [4.42403, 0.51124, -0.36892], [3.15824, 0.02202, -0.67054], [2.21137, -0.13969, 0.24031], [-5.34273, -1.31095, 3.87982], [-4.55841, -1.95430, 2.41838], [-4.87128, -0.21004, 2.56015], [1.60664, 0.01449, 3.53655], [3.87850, 0.99254, 2.93027], [5.68027, 1.24162, 1.21490], [5.16489, 0.61886, -1.14951], [2.88698, -0.23902, -1.68671], [-1.25649, 0.74964, -1.58904], [-0.63967, 2.18642, -1.59849], [-0.16457, 2.50378, -2.92260], [-1.58663, 3.12353, -1.03111], [0.53615, 1.93598, -0.64138]],
  "lowdin_charge": [0.739, -0.467, 0.816, -1.113, 0.629, -0.105, -0.160, -0.066, -0.274, -0.031, -0.077, -0.062, -0.118, 0.086, 0.023, 0.018, 0.027, 0.122, 0.107, 0.101, 0.098, 0.118, -0.511, 0.281, -0.343, -0.363, -0.477],
  "total_charge": -1,
  "multiplicity": 1,
  "e_lumo_ha": 0.0840,
  "fmax_ev_per_a": 0.694
}